(1)
DFT (wB97M-V/def2-TZVPD) results for a molecular structure, C32H24NO2PdS5Te.

Properties
Charge: +1

XYZ file:
```
66
Properties=species:S:1:pos:R:3:forces:R:3
Pd 0.006217 -1.922876 -0.632333 -0.559 0.289 -0.150
S -4.123533 -6.828572 -3.888467 -0.049 0.074 0.045
C -3.164120 -5.766608 -3.174883 0.168 -0.154 -0.093
S -2.348998 -6.069372 -1.649963 -0.043 0.050 0.054
C -1.490018 -4.575115 -1.535160 -0.028 -0.173 0.073
C -1.688996 -3.655042 -2.671883 -0.060 0.003 -0.115
S -0.916429 -2.216617 -2.789877 0.071 0.158 0.330
S -2.762929 -4.207326 -3.889468 0.004 0.051 0.006
S -0.481783 -4.267203 -0.294706 0.292 0.442 0.075
C 5.052865 2.037045 1.617866 -0.015 0.016 -0.010
C 3.950033 1.040103 1.389689 -0.024 -0.004 -0.025
C 4.108152 -0.305860 1.715415 -0.005 0.012 -0.078
C 3.096868 -1.230507 1.509692 -0.075 0.099 0.144
C 3.343624 -2.676185 1.801511 0.152 -0.037 -0.008
O 3.883638 -3.035189 2.820718 -0.068 -0.002 0.024
C 3.001191 -3.664854 0.724938 -0.053 0.006 -0.062
C 3.016767 -3.301839 -0.620154 0.062 0.007 -0.023
C 2.755433 -4.249064 -1.601754 -0.010 0.009 0.006
C 2.462278 -5.559373 -1.239753 0.000 0.041 0.018
C 2.455568 -5.924677 0.102841 0.043 -0.010 -0.027
C 2.736426 -4.983402 1.080465 -0.035 0.026 0.021
C 1.843960 -0.808921 1.049216 0.039 0.177 0.018
O 0.818879 -1.649214 1.118300 -0.095 -0.517 -0.185
C 1.692692 0.531627 0.634766 -0.058 -0.058 -0.062
C 2.742414 1.431338 0.829673 0.101 -0.001 -0.008
C 0.432468 0.968491 0.032832 0.198 0.091 0.213
N -0.337322 0.135335 -0.575582 0.068 -0.546 -0.252
C -1.706931 0.488626 -0.980082 -0.068 0.077 0.018
C -2.732893 -0.304416 -0.184623 0.043 -0.015 -0.040
Te -4.733544 0.307538 -0.657482 0.030 0.009 -0.016
C -4.430685 2.303903 -0.050711 -0.013 -0.073 0.000
C -4.281536 3.311338 -0.998833 0.007 0.010 0.020
C -4.106154 4.626254 -0.588573 0.010 0.000 -0.016
C -4.071796 4.935022 0.762704 -0.005 0.007 -0.002
C -4.213598 3.930303 1.709005 0.000 -0.012 0.013
C -4.400839 2.616039 1.305514 0.020 0.032 -0.001
C 0.088033 2.413094 0.145509 0.005 0.011 0.031
C 0.017326 3.207564 -0.994616 0.011 -0.004 -0.018
C -0.249110 4.562480 -0.876818 -0.008 0.003 0.004
C -0.460746 5.121113 0.375436 -0.002 -0.008 0.010
C -0.397141 4.328038 1.512526 0.002 0.010 -0.009
C -0.108262 2.977298 1.401958 -0.005 -0.024 -0.003
H 5.945552 1.552081 2.007868 0.007 0.003 0.000
H 4.743293 2.798701 2.334990 0.011 -0.002 0.009
H 5.321113 2.548958 0.693020 0.007 -0.006 -0.005
H 5.048593 -0.657700 2.122829 0.010 -0.002 0.018
H 3.280513 -2.288132 -0.905406 -0.062 -0.028 0.034
H 2.799155 -3.969225 -2.647709 0.002 -0.014 0.022
H 2.262229 -6.299472 -2.004073 0.009 -0.017 -0.004
H 2.249350 -6.948902 0.383969 -0.015 -0.010 0.002
H 2.756647 -5.252442 2.128260 0.005 -0.014 0.006
H 2.613415 2.463597 0.525795 -0.020 -0.001 0.007
H -1.813674 0.290513 -2.048574 -0.037 0.008 -0.002
H -1.885937 1.550708 -0.819974 0.050 -0.008 -0.041
H -2.565878 -0.187463 0.885816 -0.022 0.017 -0.005
H -2.695386 -1.370492 -0.417586 0.016 -0.025 0.033
H -4.308843 3.072495 -2.054134 -0.003 -0.004 -0.008
H -3.998133 5.408324 -1.328690 -0.005 0.013 -0.004
H -3.943332 5.961770 1.079192 0.007 0.010 0.007
H -4.195107 4.169616 2.764205 -0.002 0.007 0.008
H -4.535400 1.838142 2.046362 -0.010 -0.007 0.000
H 0.187147 2.768149 -1.970367 -0.005 -0.007 -0.005
H -0.293147 5.180836 -1.763168 0.007 0.005 -0.005
H -0.672416 6.178074 0.466162 -0.003 0.007 -0.002
H -0.561693 4.763534 2.488809 -0.005 0.002 0.005
H -0.035532 2.358015 2.287553 0.008 0.001 0.007
```
Positions in Å, forces in eV/Å.

The net atomic charges from Löwdin, expressed in e, are:
1 Pd 0.65
2 S 0.76
3 C -1.45
4 S 0.97
5 C -1.09
6 C -1.09
7 S 0.80
8 S 0.98
9 S 0.87
10 C -0.04
11 C -0.24
12 C 0.06
13 C -0.08
14 C -0.30
15 O 0.14
16 C -0.16
17 C -0.06
18 C -0.10
19 C -0.11
20 C -0.09
21 C -0.02
22 C -0.30
23 O -0.20
24 C -0.08
25 C 0.04
26 C -0.16
27 N -0.01
28 C -0.33
29 C -0.53
30 Te 1.29
31 C -0.58
32 C -0.15
33 C -0.08
34 C -0.09
35 C -0.08
36 C -0.14
37 C -0.21
38 C -0.03
39 C -0.06
40 C -0.07
41 C -0.06
42 C -0.01
43 H 0.08
44 H 0.09
45 H 0.09
46 H 0.14
47 H 0.12
48 H 0.11
49 H 0.11
50 H 0.11
51 H 0.13
52 H 0.13
53 H 0.08
54 H 0.09
55 H 0.06
56 H 0.01
57 H 0.09
58 H 0.11
59 H 0.11
60 H 0.11
61 H 0.09
62 H 0.13
63 H 0.11
64 H 0.11
65 H 0.11
66 H 0.13

=====

(2)
DFT (wB97M-V/def2-TZVPD) results for a molecular structure, C34H26F3IN2O5PPt.

Properties
Charge: -1

XYZ file:
```
73
Properties=species:S:1:pos:R:3:forces:R:3
Pt -0.083248 0.452852 0.413477 -0.442 -0.115 -0.557
I 1.340102 3.565162 -0.200166 -0.038 0.129 -0.042
C -0.311245 2.161877 -0.564677 -0.024 -0.175 0.171
H -0.258534 1.995651 -1.638932 0.085 0.057 -0.016
H -1.191449 2.746563 -0.317969 0.070 0.116 0.003
O 0.013168 -1.800561 0.955694 0.349 0.302 0.297
P -0.815244 -2.942738 0.486936 -0.062 -0.095 -0.126
C -0.537958 -4.371983 1.561276 -0.041 0.064 0.111
C 0.257403 -4.192200 2.686505 -0.009 -0.020 0.034
C 0.497060 -5.261568 3.542149 0.009 0.045 -0.021
C -0.058980 -6.502281 3.274692 -0.001 -0.032 -0.019
C -0.854749 -6.684300 2.148288 0.013 0.008 0.016
C -1.090979 -5.622045 1.292155 0.007 0.008 -0.029
C -0.351516 -3.546628 -1.146285 0.128 -0.105 -0.024
C -1.247776 -4.025977 -2.092493 -0.005 -0.008 -0.007
C -0.780297 -4.515883 -3.306489 0.006 0.005 0.016
C 0.580616 -4.544831 -3.567154 -0.003 0.003 0.008
C 1.482245 -4.088910 -2.612630 -0.009 -0.036 0.003
C 1.017325 -3.587363 -1.410970 0.005 0.015 0.012
C -2.577309 -2.638720 0.459224 -0.148 0.047 -0.096
C -3.073318 -1.805781 -0.543343 0.038 0.035 -0.010
C -4.411269 -1.448877 -0.544522 -0.019 -0.040 0.000
C -5.252097 -1.908345 0.458435 -0.001 -0.002 -0.008
C -4.760408 -2.729979 1.463377 0.006 0.003 -0.005
C -3.423796 -3.096222 1.465110 -0.015 -0.050 -0.042
H 0.678038 -3.211581 2.874233 -0.006 0.000 0.009
H 1.118645 -5.122116 4.417445 -0.001 0.002 -0.001
H 0.131461 -7.335298 3.940109 -0.010 0.003 0.005
H -1.286576 -7.654818 1.939248 0.004 -0.001 -0.004
H -1.703339 -5.763405 0.408399 0.001 0.002 0.001
H -2.312406 -4.003326 -1.896987 0.000 0.011 0.006
H -1.483881 -4.870867 -4.048965 -0.001 0.009 -0.005
H 0.942076 -4.912214 -4.519771 0.001 -0.027 0.010
H 2.546134 -4.113031 -2.811573 -0.005 0.040 -0.021
H 1.711888 -3.193181 -0.677120 -0.007 0.008 -0.004
H -2.401709 -1.409713 -1.298319 0.024 0.023 0.023
H -4.789776 -0.791624 -1.315937 0.009 0.025 0.019
H -6.293574 -1.611414 0.466694 -0.002 -0.008 -0.003
H -5.415364 -3.074946 2.253279 0.001 -0.004 -0.001
H -3.040162 -3.735957 2.249911 0.013 0.031 0.022
F -2.900794 1.007987 0.543620 0.062 -0.044 0.046
C -1.780637 0.833838 1.341503 -0.001 0.186 0.317
F -2.170297 -0.148590 2.232708 -0.026 0.034 -0.101
F -1.784077 1.978008 2.112097 -0.012 -0.086 -0.041
O 0.328938 -0.702586 -2.162969 0.134 -0.170 -0.382
C 1.458720 -0.401477 -1.778758 0.421 0.125 -0.107
O 1.788204 0.099642 -0.652617 -0.603 -0.201 -0.054
C 2.635935 -0.628012 -2.731578 -0.270 0.065 0.128
C 2.385008 -1.122405 -4.006004 0.095 -0.017 -0.113
C 3.428756 -1.345226 -4.891252 -0.175 -0.015 0.071
C 4.713080 -1.064836 -4.464406 0.430 -0.116 -0.345
C 4.995728 -0.556754 -3.211214 -0.088 0.018 0.166
C 3.936991 -0.336445 -2.341067 0.111 -0.015 -0.049
N 5.845536 -1.334972 -5.395618 -0.526 0.151 0.424
O 6.970047 -1.116556 -4.998859 0.257 0.046 0.063
O 5.581211 -1.763552 -6.498936 -0.031 -0.097 -0.249
H 1.358549 -1.327300 -4.279788 0.002 -0.007 0.020
H 3.263619 -1.731237 -5.886053 0.007 -0.001 0.001
H 6.017290 -0.346572 -2.932196 0.001 -0.003 -0.007
H 4.098156 0.065068 -1.350071 -0.003 0.001 -0.001
N 1.247393 0.685749 2.683374 0.257 -0.166 0.588
C 2.240636 1.184109 2.978792 0.344 0.170 -0.032
C 3.491264 1.811698 3.357418 -0.369 -0.169 -0.057
C 4.072492 1.484176 4.579160 0.056 0.002 0.077
C 5.246341 2.107589 4.970987 -0.029 -0.013 -0.038
C 5.838582 3.053298 4.143609 0.010 -0.008 0.015
C 5.266097 3.362575 2.917896 -0.043 -0.041 -0.009
C 4.091099 2.742971 2.518141 0.076 0.067 -0.076
H 3.597551 0.746437 5.211937 -0.005 0.018 0.013
H 5.697597 1.855028 5.921660 -0.001 0.012 0.006
H 6.748560 3.549878 4.456511 0.011 -0.018 -0.011
H 5.732615 4.089654 2.266265 -0.003 0.010 0.006
H 3.626418 2.970822 1.568084 -0.009 0.011 0.009
```
Positions in Å, forces in eV/Å.

The net atomic charges from Löwdin, expressed in e, are:
1 Pt 0.97
2 I 0.60
3 C -0.78
4 H -0.04
5 H -0.05
6 O -0.39
7 P 0.80
8 C -0.27
9 C -0.06
10 C -0.08
11 C -0.09
12 C -0.09
13 C -0.08
14 C -0.27
15 C -0.07
16 C -0.08
17 C -0.08
18 C -0.08
19 C -0.07
20 C -0.28
21 C -0.09
22 C -0.07
23 C -0.08
24 C -0.08
25 C -0.07
26 H 0.11
27 H 0.10
28 H 0.10
29 H 0.10
30 H 0.11
31 H 0.10
32 H 0.10
33 H 0.10
34 H 0.11
35 H 0.12
36 H 0.12
37 H 0.11
38 H 0.10
39 H 0.10
40 H 0.11
41 F -0.01
42 C -0.69
43 F -0.01
44 F -0.01
45 O -0.02
46 C -0.65
47 O -0.19
48 C -0.10
49 C -0.01
50 C 0.00
51 C -0.15
52 C 0.00
53 C 0.01
54 N -0.36
55 O 0.06
56 O 0.06
57 H 0.12
58 H 0.11
59 H 0.11
60 H 0.12
61 N 0.17
62 C -0.14
63 C -0.21
64 C -0.04
65 C -0.09
66 C -0.09
67 C -0.07
68 C -0.04
69 H 0.11
70 H 0.10
71 H 0.10
72 H 0.10
73 H 0.03

=====

(3)
DFT (wB97M-V/def2-TZVPD) results for a gas-phase ion, C10H20NO (charge +1).

Properties
Charge: +1

XYZ file:
```
32
Properties=species:S:1:pos:R:3:forces:R:3
C 1.985344 0.977874 -0.006293 -3.879 -2.598 0.629
C 2.518770 -0.244162 -0.608865 4.672 0.757 -1.316
C 1.846791 -1.433284 -0.146331 -2.186 -0.725 -1.407
C 0.059954 0.033618 0.469466 2.585 2.827 0.756
C 0.042723 -0.066880 2.024457 0.405 -0.998 -2.180
C -0.418589 1.299136 -1.684484 0.229 1.214 0.768
C -1.186544 2.228698 0.520450 -1.490 -1.024 0.328
C -2.267832 0.233097 -0.391218 0.411 -1.804 0.621
C -0.438042 -2.490095 0.172431 1.836 -1.154 -2.350
C -0.926475 0.901655 -0.257718 -0.320 1.292 -0.853
N 0.337408 -1.209559 -0.260768 -0.402 -1.680 1.499
O 2.314141 2.042750 0.265041 0.532 1.401 0.228
H 2.639142 -0.189599 -1.741089 -0.313 0.214 1.379
H 3.601663 -0.335088 -0.190386 -1.438 0.282 -0.965
H 2.034107 -2.267407 -0.750508 0.504 -1.195 -1.125
H 2.143652 -1.731737 0.795877 -0.040 -0.291 2.359
H 0.857184 -0.679576 2.410419 -0.547 -0.647 0.037
H -0.936885 -0.212987 2.395515 -1.158 -1.534 0.437
H 0.192015 0.817635 2.544694 0.967 2.396 0.068
H -1.290283 1.382644 -2.360672 0.675 0.104 0.165
H 0.315963 0.591023 -2.107754 -0.316 0.361 -0.112
H 0.079151 2.321805 -1.537671 -0.524 -1.540 -0.811
H -2.194445 2.647577 0.234875 1.221 -0.285 0.177
H -1.219277 2.021679 1.591139 -0.296 0.103 -0.033
H -0.423541 2.950813 0.391915 0.770 0.732 -0.322
H -2.574439 -0.043286 0.604307 -0.430 -0.585 0.341
H -2.379889 -0.599674 -1.096254 0.600 -0.295 0.303
H -3.000898 0.867616 -0.736532 -1.489 1.906 -0.738
H -0.434698 -2.685123 1.189870 0.642 0.259 2.055
H -1.432244 -2.678036 -0.121599 -1.519 1.457 -0.719
H -0.006146 -3.382419 -0.351654 0.521 0.925 0.529
H 0.162205 -1.068701 -1.260660 -0.223 0.127 0.254
```
Positions in Å, forces in eV/Å.

The net atomic charges from Löwdin, expressed in e, are:
1 C -0.20
2 C -0.12
3 C -0.12
4 C -0.24
5 C -0.01
6 C -0.01
7 C -0.01
8 C -0.06
9 C 0.06
10 C -0.55
11 N -0.04
12 O 0.22
13 H 0.17
14 H 0.19
15 H 0.13
16 H 0.12
17 H 0.10
18 H 0.08
19 H 0.06
20 H 0.10
21 H 0.07
22 H 0.11
23 H 0.12
24 H 0.08
25 H 0.07
26 H 0.10
27 H 0.10
28 H 0.06
29 H 0.08
30 H 0.08
31 H 0.12
32 H 0.16

=====

(4)
DFT (wB97M-V/def2-TZVPD) results for a single C5H3N3 molecule.

Properties
SMILES: C#CNC#CNC#N

XYZ file:
```
11
Properties=species:S:1:pos:R:3:forces:R:3
C -0.525761 0.039553 -2.624275 3.813 -3.203 3.293
C 0.275425 -0.607373 -1.952440 -2.152 2.120 -1.519
N 1.126969 -1.098981 -1.012705 4.427 0.331 -1.646
C 0.886767 -0.640324 0.215742 -0.992 0.638 1.642
C 0.499420 -0.181375 1.246431 1.070 -0.998 -2.748
N -0.101532 0.447724 2.239551 0.785 -0.253 1.926
C -1.281437 0.978729 1.925125 0.506 -0.222 0.699
N -2.227008 1.456719 1.506086 -1.290 0.632 -0.293
H -0.992962 0.482639 -3.390161 -1.796 1.326 -2.100
H 2.195988 -0.801595 -1.226106 -3.146 -1.214 -0.015
H 0.144131 -0.075718 3.072752 -1.225 0.843 0.761
```
Positions in Å, forces in eV/Å.

The net atomic charges from Löwdin, expressed in e, are:
1 C 0.15
2 C -0.18
3 N -0.03
4 C -0.10
5 C -0.09
6 N 0.04
7 C -0.30
8 N 0.17
9 H -0.02
10 H 0.21
11 H 0.16

=====

The records above yield Kohn-Sham gap values of 4.345, 5.969, 9.037, 9.128 eV, respectively.
The records above yield ΔE to the lowest compared entry with this formula, charge and spin values of 7.0, 26.1, 72.1, 125.7 kcal/mol, respectively.